Run i
Entry from the Open Molecules 2025 dataset: a cluster of 2 separate species, C5H12O2 in total (ωB97M-V/def2-TZVPD).

Each line ends with the Löwdin charge.
Atoms and positions in Å:
O1 -0.982 -2.238 0.823  0.066
C1 -0.252 -1.303 1.004  -0.289
C2 -0.242 -0.018 0.199  -0.134
C3 1.003 0.278 -0.664  -0.385
C4 2.074 -0.814 -0.426  -0.094
C5 1.624 1.661 -0.325  -0.068
H1 0.538 -1.277 1.775  0.120
H2 -0.214 0.713 1.007  0.100
H3 -1.166 0.207 -0.325  0.119
H4 0.743 0.232 -1.725  0.127
H5 1.650 -1.797 -0.595  0.074
H6 2.923 -0.774 -1.112  0.082
H7 2.429 -0.728 0.595  0.074
H8 1.020 2.196 0.407  0.065
H9 1.749 2.286 -1.207  0.072
H10 2.578 1.506 0.175  0.069
H11 -5.511 -0.650 -0.207  0.030
H12 -5.193 0.608 0.557  0.030
O2 -4.771 -0.089 0.043  -0.060

LUMO energy (Eh): 0.033
Multiplicity: 1
Orbital gap (eV): 10.414

Run ii
Entry from the Open Molecules 2025 dataset: a cluster of 3 separate species, C5H12O2 in total (ωB97M-V/def2-TZVPD).

Each line ends with the Löwdin charge.
Atoms and positions in Å:
C1 -1.052 0.049 2.730  -0.093
C2 -0.570 -0.730 1.506  -0.220
C3 0.009 0.314 0.614  -0.325
O1 1.190 0.583 0.636  0.039
C4 -0.006 -1.108 -1.762  -0.112
C5 0.832 -0.465 -2.566  -0.086
O2 1.431 1.905 -1.700  -0.086
H1 -1.471 -0.631 3.470  0.075
H2 -0.216 0.596 3.179  0.085
H3 -1.822 0.776 2.448  0.081
H4 -1.394 -1.269 1.022  0.116
H5 0.231 -1.431 1.762  0.124
H6 -0.705 0.885 -0.019  0.137
H7 1.376 1.499 -0.815  -0.021
H8 -1.093 -1.027 -1.886  0.064
H9 0.365 -1.676 -0.901  0.055
H10 0.481 0.146 -3.401  0.066
H11 1.912 -0.474 -2.412  0.071
H12 0.503 2.058 -1.904  0.030

LUMO energy (Eh): 0.021
Multiplicity: 1
Orbital gap (eV): 10.173

Of them, the most stable is run i and the least stable is run ii.